Record 1
Below is a 13-piece molecular cluster, C76H170F30N7P6 overall in a non-equilibrium geometry, with properties calculated with wB97M-V/def2-TZVPD.

Geometry as ORCA input:
```
! RIJCOSX wB97M-V def2-TZVPD def2/J DEFGRID3
* xyz 3 1
C 3.403 4.139 -9.473
C 4.724 3.324 -9.428
C 4.538 1.822 -9.295
C 4.149 1.470 -7.831
P 4.023 -0.267 -7.479
C 3.842 -0.493 -5.624
C 4.929 0.279 -4.789
C 4.955 -0.129 -3.310
C 6.161 0.424 -2.608
C 5.593 -1.239 -7.951
C 5.706 -2.719 -7.352
C 6.265 -3.755 -8.338
C 6.718 -4.997 -7.635
C 2.660 -0.839 -8.365
C 1.316 -0.105 -8.125
C 0.212 -0.903 -8.623
C -1.113 -0.245 -8.716
H 2.756 3.888 -8.632
H 2.803 4.024 -10.376
H 3.599 5.203 -9.340
H 5.325 3.699 -8.600
H 5.351 3.429 -10.314
H 5.393 1.215 -9.591
H 3.784 1.544 -10.032
H 3.212 1.828 -7.403
H 4.893 1.793 -7.103
H 4.118 -1.542 -5.522
H 2.834 -0.447 -5.211
H 4.704 1.341 -4.686
H 5.922 0.280 -5.238
H 4.946 -1.215 -3.218
H 4.129 0.408 -2.844
H 7.101 0.014 -2.977
H 6.282 0.239 -1.541
H 6.103 1.511 -2.545
H 6.429 -0.622 -7.623
H 5.784 -1.167 -9.022
H 4.734 -3.089 -7.027
H 6.363 -2.686 -6.483
H 7.021 -3.193 -8.886
H 5.487 -3.932 -9.080
H 7.296 -5.620 -8.318
H 5.965 -5.736 -7.362
H 7.237 -4.782 -6.701
H 2.542 -1.861 -8.003
H 3.005 -0.929 -9.395
H 1.329 0.851 -8.649
H 1.162 0.027 -7.054
H 0.263 -1.744 -7.932
H 0.464 -1.309 -9.603
H -1.467 -0.160 -9.744
H -1.065 0.709 -8.192
H -1.906 -0.801 -8.215
C 1.283 11.000 -6.947
C 2.227 9.950 -6.204
C 2.123 10.122 -4.647
C 0.766 9.745 -4.087
N 0.707 9.721 -2.539
C 1.678 8.623 -2.024
C 0.982 8.030 -0.717
C -0.396 8.617 -0.704
C -0.657 9.248 -2.036
C 1.185 11.072 -1.914
H 1.135 12.010 -6.563
H 0.263 10.618 -6.986
H 1.548 11.145 -7.995
H 3.252 10.109 -6.540
H 1.927 8.950 -6.517
H 2.263 11.189 -4.474
H 2.925 9.580 -4.146
H 0.289 8.858 -4.505
H 0.048 10.518 -4.362
H 2.708 8.978 -1.974
H 1.657 7.804 -2.743
H 1.466 8.124 0.255
H 0.996 6.943 -0.798
H -0.336 9.386 0.067
H -1.224 8.004 -0.348
H -1.391 10.045 -2.150
H -0.921 8.481 -2.764
H 0.830 11.854 -2.585
H 2.270 11.175 -1.891
H 0.749 11.190 -0.922
C -6.478 4.162 2.937
C -7.783 4.060 2.306
C -8.933 3.401 3.116
C -8.864 1.799 3.208
N -9.932 1.158 4.163
C -10.020 -0.381 4.057
C -11.414 -0.724 3.594
C -12.241 0.446 3.929
C -11.342 1.637 3.668
C -9.827 1.546 5.644
H -5.858 4.936 2.485
H -6.014 3.181 3.035
H -6.516 4.482 3.978
H -7.664 3.436 1.419
H -8.019 5.097 2.069
H -9.853 3.778 2.669
H -8.813 3.737 4.145
H -7.947 1.296 3.514
H -9.029 1.296 2.255
H -9.805 -0.854 5.015
H -9.320 -0.637 3.261
H -11.833 -1.535 4.189
H -11.420 -0.942 2.526
H -12.526 0.549 4.976
H -13.143 0.414 3.317
H -11.643 2.583 4.118
H -11.160 1.843 2.613
H -9.177 0.802 6.105
H -10.826 1.639 6.071
H -9.275 2.481 5.740
C -0.512 2.958 3.161
C 0.526 2.036 2.510
C 0.157 0.586 2.260
C -0.715 0.424 0.993
N -0.959 -1.015 0.622
C -1.730 -1.066 -0.699
C -1.595 -2.559 -1.126
C -0.364 -3.129 -0.284
C 0.283 -1.868 0.311
C -1.844 -1.603 1.757
H -0.045 3.942 3.195
H -0.824 2.655 4.161
H -1.383 3.103 2.522
H 1.434 2.074 3.112
H 0.808 2.322 1.496
H -0.305 0.246 3.187
H 1.024 -0.074 2.215
H -0.183 0.787 0.113
H -1.701 0.888 1.029
H -2.725 -0.795 -0.346
H -1.286 -0.376 -1.417
H -2.481 -3.108 -0.806
H -1.407 -2.676 -2.193
H -0.783 -3.847 0.421
H 0.189 -3.747 -0.992
H 0.829 -1.996 1.246
H 0.879 -1.408 -0.477
H -1.214 -1.627 2.646
H -2.100 -2.653 1.613
H -2.722 -1.015 2.024
C 7.058 5.401 2.563
C 8.519 5.168 1.952
C 8.802 6.375 1.062
C 10.020 6.142 0.157
N 10.328 7.379 -0.699
C 11.527 7.084 -1.627
C 11.351 8.237 -2.678
C 9.847 8.574 -2.786
C 9.172 7.683 -1.675
C 10.758 8.599 0.126
H 6.942 6.313 3.149
H 6.835 4.603 3.272
H 6.338 5.388 1.745
H 8.564 4.231 1.396
H 9.229 5.054 2.770
H 9.077 7.294 1.580
H 7.894 6.560 0.487
H 9.999 5.230 -0.439
H 10.870 5.978 0.820
H 12.471 7.047 -1.084
H 11.385 6.139 -2.151
H 12.055 9.042 -2.466
H 11.644 8.035 -3.709
H 9.653 9.641 -2.676
H 9.375 8.323 -3.736
H 8.310 8.224 -1.286
H 8.849 6.738 -2.113
H 9.870 8.929 0.664
H 11.111 9.480 -0.411
H 11.578 8.294 0.776
C 1.481 -1.552 7.448
C 1.798 -0.061 7.643
C 2.509 0.260 8.984
N 2.782 1.791 9.183
C 1.422 2.517 9.152
C 3.780 2.305 8.193
C 4.337 3.530 8.866
C 4.195 3.359 10.377
C 3.446 2.084 10.521
H 0.638 -1.808 8.090
H 2.366 -2.161 7.638
H 1.206 -1.836 6.433
H 0.834 0.448 7.631
H 2.533 0.235 6.895
H 3.470 -0.252 9.005
H 1.984 -0.017 9.899
H 1.258 2.560 8.075
H 1.451 3.488 9.648
H 0.656 1.900 9.620
H 3.300 2.562 7.248
H 4.541 1.533 8.080
H 3.599 4.282 8.587
H 5.318 3.963 8.668
H 3.711 4.237 10.804
H 5.081 3.282 11.008
H 2.637 2.180 11.245
H 4.058 1.203 10.711
C -4.834 -11.054 7.308
C -5.662 -9.711 7.400
C -5.220 -8.736 6.360
N -6.126 -7.478 6.125
C -6.189 -6.632 7.429
C -5.556 -6.705 4.950
C -6.773 -6.214 4.168
C -8.064 -6.787 4.852
C -7.560 -7.881 5.677
H -4.559 -11.233 6.269
H -5.372 -11.950 7.617
H -3.920 -11.015 7.900
H -5.599 -9.304 8.409
H -6.716 -9.987 7.363
H -5.216 -9.230 5.388
H -4.198 -8.386 6.508
H -6.605 -5.635 7.278
H -5.165 -6.421 7.736
H -6.720 -7.147 8.229
H -4.939 -5.883 5.313
H -4.864 -7.300 4.354
H -6.835 -5.137 4.322
H -6.601 -6.639 3.179
H -8.693 -6.046 5.347
H -8.794 -7.131 4.120
H -8.200 -8.086 6.535
H -7.389 -8.821 5.151
C -6.599 -12.313 -3.579
C -5.466 -11.351 -3.303
C -4.632 -11.712 -2.025
N -3.406 -10.778 -1.757
C -3.919 -9.353 -1.641
C -2.336 -10.900 -2.889
C -1.093 -11.428 -2.262
C -1.196 -11.233 -0.749
C -2.649 -11.310 -0.527
H -6.267 -13.253 -4.020
H -7.237 -11.871 -4.344
H -7.257 -12.359 -2.711
H -5.924 -10.373 -3.153
H -4.732 -11.401 -4.107
H -4.260 -12.719 -2.215
H -5.070 -11.730 -1.027
H -4.320 -9.104 -2.623
H -3.061 -8.702 -1.473
H -4.694 -9.304 -0.877
H -2.262 -9.948 -3.414
H -2.521 -11.582 -3.719
H -0.305 -10.753 -2.596
H -0.838 -12.448 -2.550
H -0.936 -10.216 -0.456
H -0.670 -11.838 -0.011
H -3.061 -10.853 0.373
H -2.811 -12.385 -0.454
P -7.832 -2.962 -1.047
F -6.952 -2.471 -2.300
F -8.683 -3.796 -2.119
F -6.885 -4.304 -1.110
F -8.743 -3.614 0.097
F -6.784 -2.242 -0.072
F -8.777 -1.617 -1.155
P 6.547 -1.690 4.592
F 7.612 -1.042 5.640
F 6.047 -0.204 4.275
F 7.640 -1.475 3.462
F 5.429 -2.369 3.520
F 7.046 -3.242 4.882
F 5.501 -1.922 5.830
P -4.834 -0.220 7.303
F -3.763 0.548 8.215
F -5.243 1.196 6.620
F -3.652 -0.445 6.174
F -5.928 -0.973 6.313
F -4.609 -1.626 8.087
F -6.001 0.007 8.476
P 1.393 -6.692 -5.446
F 0.775 -6.229 -6.945
F 0.781 -8.201 -5.873
F 2.846 -6.986 -6.254
F 2.057 -7.251 -4.126
F 1.891 -5.177 -5.033
F -0.092 -6.451 -4.778
P -0.160 3.969 -4.595
F 0.861 5.214 -4.796
F -0.235 3.851 -6.266
F 0.912 2.761 -4.419
F -1.215 2.757 -4.368
F -0.315 4.256 -2.982
F -1.464 5.028 -4.832
*
```

Values from the calculation:
Max |F|: 4.31 eV/A
E: -8425.0511 Ha

Record 2
Below is an isolated ion of composition C3H5NO3P and charge -1 in a non-equilibrium geometry, with properties calculated with wB97M-V/def2-TZVPD.

Geometry as ORCA input:
```
! RIJCOSX wB97M-V def2-TZVPD def2/J DEFGRID3
* xyz -1 1
C -0.329 -0.677 -1.366
C -0.254 0.372 -0.199
N -0.068 -0.297 1.140
P -1.273 -0.561 2.178
O -0.797 -1.152 3.425
C 1.008 1.289 -0.595
O 2.084 0.675 -0.422
O 0.797 2.409 -1.075
H 0.682 -0.814 -1.532
H -0.844 -1.625 -0.894
H -0.741 -0.342 -2.300
H -1.109 1.096 0.046
H 0.843 -0.373 1.594
*
```

Values from the calculation:
Max |F|: 4.02 eV/A
SMILES string: C[C@@H](NP=O)C(=O)[O-]
E: -739.2413 Ha

Record 3
Below is C38H35BrNO3P2RuS5Si as an isolated structure, with properties calculated with wB97M-V/def2-TZVPD.

Geometry as ORCA input:
```
! RIJCOSX wB97M-V def2-TZVPD def2/J DEFGRID3
* xyz 0 2
Ru -0.217 -0.264 0.511
O 3.521 -5.118 -0.793
C 2.689 -4.094 -0.530
C 1.644 -3.715 -1.362
C 0.851 -2.656 -0.988
N 1.019 -1.943 0.143
C 2.042 -2.320 0.926
Br 2.389 -1.422 2.538
C 2.888 -3.374 0.636
H 3.269 -5.547 -1.618
H 1.432 -4.227 -2.291
H 0.027 -2.347 -1.612
H 3.685 -3.634 1.314
O 1.307 0.713 -0.808
P 1.430 2.126 -1.304
C 0.476 3.431 -0.433
P -1.278 2.926 -0.419
O -1.341 1.456 -0.696
C -2.137 3.817 -1.730
C -3.436 3.374 -1.989
C -4.177 3.948 -3.006
C -3.630 4.969 -3.773
C -2.341 5.412 -3.523
C -1.594 4.836 -2.503
C -2.065 3.396 1.120
C -2.819 2.431 1.782
C -3.447 2.754 2.976
C -3.316 4.029 3.506
C -2.571 4.994 2.838
C -1.950 4.681 1.640
C 3.148 2.648 -1.198
C 3.546 3.982 -1.151
C 4.893 4.304 -1.081
C 5.845 3.296 -1.053
C 5.453 1.965 -1.088
C 4.108 1.639 -1.159
C 0.873 2.262 -3.009
C -0.089 1.357 -3.453
C -0.614 1.490 -4.730
C -0.181 2.515 -5.560
C 0.788 3.409 -5.122
C 1.315 3.284 -3.847
H 0.648 4.368 -0.963
H 0.832 3.526 0.595
H -3.854 2.563 -1.403
H -5.181 3.597 -3.205
H -4.210 5.418 -4.570
H -1.910 6.202 -4.124
H -0.585 5.188 -2.335
H -2.887 1.428 1.376
H -4.016 2.000 3.505
H -3.783 4.268 4.453
H -2.471 5.987 3.256
H -1.372 5.438 1.120
H 2.813 4.780 -1.156
H 5.197 5.341 -1.040
H 6.896 3.548 -0.993
H 6.196 1.179 -1.052
H 3.789 0.605 -1.165
H -0.443 0.579 -2.787
H -1.369 0.795 -5.073
H -0.596 2.616 -6.554
H 1.133 4.200 -5.775
H 2.081 3.975 -3.512
S -1.946 1.180 7.422
C -1.480 0.841 5.882
S -0.384 1.823 4.975
C -0.390 0.886 3.503
C -1.137 -0.239 3.527
S -1.309 -1.294 2.152
S -1.985 -0.572 5.016
S 0.489 1.414 2.117
C -4.599 -3.712 -1.655
Si -3.712 -2.288 -2.486
C -2.912 -2.899 -4.073
C -4.939 -0.933 -2.905
C -2.431 -1.617 -1.389
C -1.547 -1.150 -0.686
H -5.379 -4.126 -2.298
H -5.063 -3.382 -0.723
H -3.899 -4.513 -1.409
H -3.654 -3.310 -4.762
H -2.180 -3.681 -3.861
H -2.392 -2.083 -4.580
H -5.732 -1.295 -3.563
H -4.432 -0.103 -3.403
H -5.401 -0.545 -1.995
*
```

Values from the calculation:
Max |F|: 0.65 eV/A
E: -7381.6872 Ha

Record 4
Below is C5H6O2 as an isolated structure in a non-equilibrium geometry, with properties calculated with wB97M-V/def2-TZVPD.

Geometry as ORCA input:
```
! RIJCOSX wB97M-V def2-TZVPD def2/J DEFGRID3
* xyz 0 1
C -0.401 -0.617 -0.804
C 0.872 -0.488 0.223
C -0.964 -0.047 0.553
C -0.231 1.305 0.833
C 1.061 0.882 0.631
H -0.525 -0.867 -2.941
H -0.588 -1.768 -0.904
H 1.649 -1.106 0.170
H -2.019 -0.082 0.937
H -0.626 2.325 1.047
H 2.177 1.284 0.810
O -0.309 0.096 -1.894
O -0.097 -0.916 1.339
*
```

Values from the calculation:
Max |F|: 7.82 eV/A
E: -344.3592 Ha

Record 5
Below is C17H22BCl2N8Ti as an isolated structure, with properties calculated with wB97M-V/def2-TZVPD.

Geometry as ORCA input:
```
! RIJCOSX wB97M-V def2-TZVPD def2/J DEFGRID3
* xyz 3 1
Ti -0.414 0.695 1.327
C -1.242 -2.227 3.253
C -0.928 -2.320 1.802
C -0.879 -3.409 0.973
C -0.514 -2.928 -0.291
N -0.352 -1.614 -0.235
N -0.608 -1.202 1.065
B -0.004 -0.534 -1.320
N 1.253 0.257 -0.750
C 2.438 0.401 -1.321
C 3.281 1.130 -0.472
C 2.547 1.418 0.649
C 2.926 2.163 1.877
N 1.290 0.876 0.485
N -1.205 0.479 -1.326
C -2.147 0.723 -2.230
C -3.053 1.655 -1.724
C -2.626 1.951 -0.451
C -3.201 2.875 0.563
N -1.493 1.222 -0.198
N 0.303 -1.075 -2.647
C 0.399 -0.427 -3.855
C 1.081 -1.241 -4.705
C 1.410 -2.395 -3.941
C 2.163 -3.602 -4.390
N 0.960 -2.281 -2.708
H -1.544 -3.202 3.627
H -0.367 -1.908 3.822
H -2.061 -1.530 3.439
H -1.076 -4.434 1.236
H -0.336 -3.444 -1.222
H 2.627 -0.024 -2.297
H 4.304 1.405 -0.664
H 3.959 2.494 1.799
H 2.298 3.046 2.010
H 2.839 1.531 2.762
H -2.136 0.219 -3.184
H -3.912 2.060 -2.231
H -4.072 3.378 0.151
H -3.521 2.334 1.455
H -2.476 3.638 0.851
H -0.003 0.561 -4.015
H 1.312 -1.055 -5.740
H 2.224 -3.634 -5.475
H 3.179 -3.590 -3.995
H 1.678 -4.511 -4.041
Cl -0.542 1.681 3.284
C -0.841 3.612 7.162
Cl -2.067 3.379 8.141
H -0.884 4.434 6.450
H 0.031 2.967 7.246
*
```

Values from the calculation:
Max |F|: 0.57 eV/A
E: -2892.8849 Ha

Number 2 is which compound? C3H5NO3P

What is the max |F| in the first record? 4.31 eV/A

Look up the max |F| of the second one. 4.02 eV/A